Below is a structure of composition C41H85FN3O5Si2 in a non-equilibrium geometry, with properties calculated with ωB97M-V/def2-TZVPD.

Computed properties:
- 2S+1 = 4
- HOMO (spin up / spin down) (hartree) = -0.26090 / -0.25989
- expectation value of S² = 3.786

Last column: Löwdin spin population.
CARTESIAN COORDINATES (ANGSTROEM)
C -3.17386 -1.84828 3.97501  0.000
O -4.58612 -2.28215 3.96890  0.000
C -5.44761 -1.29990 3.28108  0.000
Si -4.96371 -1.03164 1.40481  0.000
C -4.59231 0.86832 1.11267  0.000
C -5.95253 1.71477 0.72629  0.000
F -6.24494 1.66982 -0.75106  0.000
O -6.32490 -1.40588 0.31727  0.000
Si -5.57759 -2.02353 -1.17922  0.000
C -5.15682 -3.92792 -0.97142  0.000
C -4.96327 -4.55838 -2.47196  0.001
C -4.23555 -6.03496 -2.51223  0.000
C -4.74894 -7.02372 -1.26451  0.000
C -2.60526 -5.99433 -2.67468  0.000
C -1.84357 -4.83809 -1.79769  0.006
C -1.77950 -3.36725 -2.57977  0.090
C -0.89608 -2.22894 -2.14219  -0.086
C 0.70650 -2.58214 -1.96758  -0.004
C -1.47304 -0.69827 -1.89327  -0.006
H -3.05805 -0.67322 3.94246  0.000
H -2.72724 -2.18776 5.01424  0.000
H -2.58596 -2.38965 3.11905  0.000
H -6.54332 -1.76224 3.24951  0.000
H -5.50397 -0.25158 3.83672  0.000
H -3.81137 -1.84661 1.01226  0.000
H -4.12857 1.29771 2.11662  0.000
H -3.81429 0.91232 0.23353  0.000
H -6.85294 1.14731 1.26463  0.000
H -5.85620 2.82600 1.09231  0.000
H -6.47739 -1.85796 -2.31224  0.000
H -4.35632 -1.20810 -1.39939  0.000
H -6.06493 -4.39208 -0.36663  0.000
H -4.20781 -3.96025 -0.28807  0.000
H -6.06363 -4.73126 -2.90166  0.000
H -4.46493 -3.78247 -3.20882  0.001
H -4.65091 -6.56969 -3.49573  0.000
H -5.92617 -6.88304 -1.23593  0.000
H -4.25061 -6.75841 -0.23771  0.000
H -4.58077 -8.16006 -1.58894  0.000
H -2.34057 -5.89959 -3.82365  0.000
H -2.18000 -7.05199 -2.32198  0.000
H -2.21332 -4.74570 -0.67983  0.003
H -0.70316 -5.18186 -1.71818  0.003
H -2.40833 -3.15794 -3.57237  0.001
H 0.80340 -3.26156 -1.01940  -0.003
H 1.05367 -3.12980 -2.96847  -0.002
H 1.27753 -1.57031 -1.82605  0.000
H -1.65553 -0.46835 -0.76051  -0.003
H -2.43263 -0.45020 -2.55129  0.000
H -0.62289 0.05363 -2.25663  -0.001
C 4.83244 -1.51313 2.78224  0.001
C 4.52403 -1.35455 1.26824  0.022
C 5.83694 -1.32615 0.44129  0.013
C 6.58855 -0.00830 0.53739  0.001
C 5.67808 1.15360 0.15357  0.012
C 4.36555 1.19097 0.98672  0.021
N 3.66375 -0.14167 1.04324  0.304
O 3.01255 -0.31825 -0.19493  0.622
C 4.70592 1.69263 2.41724  0.001
C 3.45719 2.32965 0.41801  -0.001
C 3.79607 -2.70481 0.92873  -0.001
H 5.69752 -2.16799 2.93863  0.000
H 5.05431 -0.59206 3.30651  0.000
H 3.98473 -1.96276 3.31735  0.000
H 5.61713 -1.51505 -0.61635  0.002
H 6.50611 -2.13929 0.75515  0.001
H 6.99312 0.12516 1.54376  0.000
H 7.45262 -0.02930 -0.13763  0.001
H 6.22888 2.09403 0.27164  0.001
H 5.44063 1.07258 -0.91595  0.002
H 3.85884 1.54258 3.09916  0.001
H 4.92905 2.76701 2.42002  0.000
H 5.59381 1.22478 2.84305  0.000
H 3.23291 2.20055 -0.64793  -0.001
H 3.94526 3.30830 0.50528  0.000
H 2.51043 2.38563 0.96580  0.000
H 2.82763 -2.77629 1.43885  0.000
H 4.40136 -3.56164 1.25141  0.000
H 3.62537 -2.83529 -0.14631  0.000
C 5.54848 3.27963 8.34543  0.000
C 5.24008 3.43821 6.83143  0.021
C 6.55299 3.46661 6.00448  0.013
C 7.30460 4.78446 6.10058  0.001
C 6.39413 5.94635 5.71677  0.012
C 5.08159 5.98373 6.54991  0.021
N 4.37980 4.65109 6.60643  0.302
O 3.72860 4.47451 5.36826  0.624
C 5.42197 6.48539 7.98043  0.001
C 4.17323 7.12241 5.98120  -0.001
C 4.51212 2.08795 6.49192  -0.001
H 6.41357 2.62477 8.50182  0.000
H 5.77036 4.20070 8.86970  0.000
H 4.70078 2.83000 8.88054  0.000
H 6.33317 3.27771 4.94684  0.002
H 7.22216 2.65347 6.31834  0.001
H 7.70916 4.91792 7.10695  0.000
H 8.16866 4.76346 5.42556  0.001
H 6.94493 6.88679 5.83483  0.001
H 6.15668 5.86534 4.64724  0.002
H 4.57489 6.33534 8.66235  0.001
H 5.64510 7.55977 7.98321  0.000
H 6.30986 6.01754 8.40624  0.000
H 3.94895 6.99331 4.91526  -0.001
H 4.66131 8.10106 6.06847  0.000
H 3.22648 7.17838 6.52899  0.000
H 3.54368 2.01647 7.00204  0.000
H 5.11741 1.23112 6.81460  0.000
H 4.34141 1.95747 5.41688  -0.001
C -5.84766 1.04623 -6.63391  0.001
C -4.61041 0.38929 -5.96303  0.022
C -3.36307 1.30243 -6.09985  0.013
C -2.75042 1.29174 -7.49104  0.001
C -2.42979 -0.13602 -7.92111  0.012
C -3.66253 -1.08056 -7.84056  0.021
N -4.39209 -0.98853 -6.52492  0.307
O -3.63118 -1.70679 -5.57970  0.619
C -4.61580 -0.74575 -9.02085  0.001
C -3.18781 -2.53381 -8.16895  -0.001
C -5.01246 0.38486 -4.44424  -0.001
H -5.83648 2.13357 -6.49519  0.000
H -5.93629 0.88040 -7.70026  0.000
H -6.78398 0.67337 -6.19644  0.000
H -2.59079 0.99026 -5.38660  0.002
H -3.61396 2.33799 -5.83122  0.001
H -3.42151 1.77594 -8.20481  0.000
H -1.82813 1.88510 -7.48975  0.001
H -2.02974 -0.12112 -8.94163  0.001
H -1.62172 -0.51964 -7.28340  0.002
H -5.58884 -1.23756 -8.89290  0.001
H -4.20579 -1.09723 -9.97606  0.000
H -4.77271 0.32355 -9.16408  0.000
H -2.39209 -2.88149 -7.49877  -0.001
H -2.77450 -2.59719 -9.18322  0.000
H -4.02217 -3.24087 -8.11032  0.000
H -5.86121 -0.28435 -4.25718  0.000
H -5.30956 1.39062 -4.12045  0.000
H -4.18796 0.08090 -3.78873  -0.001

Atoms 1-2, force components in eV/Å:
C 0.44 -0.22 0.92
O 0.69 2.01 -0.64